# 1
Below is C7H10 in the gas phase at a distorted geometry, with properties calculated with ωB97M-V/def2-TZVPD.

Cartesian coordinates (Å):
C 1.5635 0.8864 0.3617
C 0.1131 1.0611 0.6958
C -1.2146 0.6052 -0.3469
C -0.8127 -0.4262 -1.4125
C -0.2487 -1.6001 -0.6430
C -0.3130 -1.3828 0.6691
C -0.8523 -0.0173 0.9842
H 2.0378 1.8430 0.1131
H 2.0755 0.4647 1.2317
H 1.7053 0.2063 -0.4800
H -0.1178 1.9708 1.2645
H -0.7511 1.6468 -0.4238
H -0.1043 0.0070 -2.1264
H -1.6822 -0.7415 -2.0150
H 0.1706 -2.4888 -1.1119
H 0.0448 -2.0487 1.4494
H -1.4849 0.0966 1.8592

Summary:
E_tot: -272.586786 a.u.
Kohn-Sham gap: 8.870 eV
Spin multiplicity: 1
HOMO energy: -7.776 eV
Strongest force on any atom: 0.037 hartree/bohr
Charge: 0

***

# 2
Below is a molecular structure, C41H38BrIN4O2OsS at a distorted geometry, with properties calculated with ωB97M-V/def2-TZVPD.

Cartesian coordinates (Å):
Os -2.0801 0.4320 0.0870
C 4.9591 -2.3225 -0.1862
C 3.6283 -2.7247 0.4441
C 3.8145 -3.9362 1.3837
C 2.7377 -3.2742 -0.7030
C 3.0047 -1.5029 1.1112
C 3.7365 -0.7984 2.0889
C 3.2835 0.3598 2.7100
C 2.0862 0.8758 2.2628
S 1.2508 2.3339 2.8091
C -0.1064 1.8662 1.9212
N -0.0550 0.7366 1.2905
C 1.2419 0.1264 1.4235
C 1.7209 -1.0531 0.8121
C -1.4149 2.5406 2.0345
C -1.6889 3.6539 2.7599
C -2.9908 4.0263 3.0985
C -4.0381 3.2511 2.6356
C -3.8258 2.1513 1.7959
C -2.4962 1.7938 1.4802
H 5.4028 -3.1779 -0.7129
H 5.7203 -1.9186 0.4699
H 4.7844 -1.6126 -1.0276
H 4.2027 -4.7853 0.8907
H 2.8937 -4.2114 1.8788
H 4.5933 -3.7282 2.1262
H 3.4076 -3.9633 -1.2277
H 2.5105 -2.4615 -1.4696
H 1.8608 -3.8504 -0.4605
H 4.7592 -1.0855 2.3868
H 4.0103 0.8798 3.3052
H 1.0533 -1.6722 0.2918
H -0.9171 4.2677 3.3185
H -3.1391 4.8876 3.7547
H -5.0194 3.5322 3.0180
H -4.7041 1.7420 1.3540
Br -1.5696 7.6731 -0.2915
C -1.7188 5.8326 -0.6715
C -2.9953 5.1932 -0.6410
C -3.1032 3.8196 -0.7948
C -1.9986 3.0751 -1.1675
C -0.7309 3.7008 -1.2041
C -0.5627 5.0288 -0.9676
N -2.1017 1.6889 -1.3403
C -1.9213 1.1907 -2.7032
C -2.3847 -0.2596 -2.7720
C -2.5562 -0.9234 -3.9747
C -3.1860 -2.1119 -3.9963
C -3.5314 -2.6965 -2.7910
C -3.3083 -2.0255 -1.5942
N -2.7624 -0.7886 -1.5850
H -3.8368 5.8576 -0.4056
H -4.0877 3.3496 -0.7206
H 0.0809 3.0341 -1.3159
H 0.4121 5.5240 -1.0389
H -2.5345 1.6655 -3.4447
H -2.2711 -0.5826 -4.9736
H -3.2005 -2.5662 -4.9578
H -3.9755 -3.6583 -2.5630
H -3.5100 -2.3976 -0.5908
I 5.5363 1.1738 -6.1163
C 3.7870 0.8917 -5.0614
C 2.5874 1.3533 -5.6001
C 1.4592 1.1890 -4.8623
C 1.5146 0.5781 -3.5992
C 2.7023 0.0701 -3.1020
C 3.8568 0.2807 -3.7794
C 0.3340 0.4073 -2.8080
O -0.6160 1.3329 -3.1537
O 0.1061 -0.3680 -1.9271
H 2.5620 1.8442 -6.5978
H 0.5584 1.6609 -5.1081
H 2.6527 -0.4351 -2.1525
H 4.7941 -0.0927 -3.3922
C -0.6377 -1.5033 4.4073
C -1.2158 -2.6037 3.5118
C -0.3019 -3.7633 3.0494
C -2.5282 -3.2073 4.1905
C -1.6697 -1.8528 2.3398
N -2.0080 -1.1973 1.4649
H -0.0377 -2.0037 5.2230
H -1.4284 -0.8691 4.8230
H -0.0865 -0.8055 3.7924
H -0.0934 -4.4420 3.9017
H 0.5818 -3.3121 2.6219
H -0.7839 -4.2636 2.1893
H -2.2835 -3.6422 5.1544
H -2.8896 -4.0038 3.6235
H -3.2858 -2.4176 4.3169

Summary:
E_tot: -5314.643512 a.u.
Kohn-Sham gap (alpha / beta): 7.454 / 4.692 eV
Spin multiplicity: 5
HOMO energy (alpha / beta): -12.793 / -12.794 eV
<S²>: 6.038
Strongest force on any atom: 0.061 hartree/bohr
Charge: +2

***

# 3
Below is a molecular structure, C42H58Cl2N2O2PSTi at a distorted geometry, with properties calculated with ωB97M-V/def2-TZVPD.

Cartesian coordinates (Å):
Ti 0.2673 -0.1662 -0.3475
C 2.8053 7.5519 0.8586
C 2.5932 6.0821 0.6653
C 3.1295 5.4358 -0.4548
C 2.9917 4.0764 -0.6302
C 2.2609 3.3632 0.3180
C 1.7085 3.9701 1.4436
C 1.8855 5.3321 1.6051
S 2.2423 1.6543 0.2413
O 1.0112 1.1659 0.9870
O 3.4707 1.0612 0.6513
N 1.7415 1.0845 -1.2067
C 2.4922 -0.0004 -1.6790
C 3.6815 0.0231 -2.3769
C 4.2577 -1.1926 -2.6966
C 3.6189 -2.3786 -2.3276
C 2.4185 -2.3206 -1.6648
N 1.8566 -1.1361 -1.3370
H 3.8181 7.7253 1.2282
H 2.1081 7.9685 1.5823
H 2.7068 8.0969 -0.0795
H 3.6727 6.0149 -1.1902
H 3.4247 3.5822 -1.4902
H 1.1545 3.3959 2.1736
H 1.4656 5.8213 2.4740
H 4.1409 0.9664 -2.6363
H 5.1995 -1.2271 -3.2286
H 4.0540 -3.3401 -2.5593
H 1.8900 -3.2139 -1.3830
C 0.5210 1.6560 -4.1770
C -0.6671 1.8948 -3.2511
C -1.9731 1.9714 -4.0739
C -0.9470 0.8308 -2.2251
C -0.7233 -0.5221 -2.5009
C -1.2303 -1.5636 -1.7190
C -1.0858 -2.9860 -2.2431
C -0.1566 -3.1462 -3.4524
C -2.4743 -3.4758 -2.7244
C -1.9116 -1.2434 -0.4925
C -2.2693 0.1225 -0.2503
C -1.6434 1.1046 -1.0414
C -3.4170 0.6618 0.6196
C -4.2060 -0.2932 1.5231
C -3.1762 2.0272 1.2923
C -2.2988 -2.3627 0.4297
C -3.5174 -3.0091 0.2579
C -3.8809 -4.0645 1.0780
C -3.0251 -4.4845 2.0842
C -1.8150 -3.8377 2.2756
C -1.4365 -2.7699 1.4579
P 0.1288 -1.8808 1.7469
C -0.0482 -0.9301 3.3681
C 1.3018 -0.3910 3.8521
C -0.6953 -1.7859 4.4645
C -1.0019 0.2281 3.0857
C 1.5237 -3.1388 1.8762
C 2.8615 -2.4187 1.6444
C 1.2465 -4.2345 0.8310
C 1.6330 -3.8346 3.2433
H 0.6460 2.5431 -4.7962
H 0.3533 0.8189 -4.8576
H 1.4469 1.5026 -3.6277
H -0.5376 2.8420 -2.7283
H -2.1523 1.0402 -4.6142
H -1.8775 2.7712 -4.8067
H -2.8419 2.1859 -3.4502
H -0.1350 -0.7690 -3.3733
H -0.7724 -3.6342 -1.4207
H -0.6562 -2.8070 -4.3616
H 0.0534 -4.2069 -3.5827
H 0.7953 -2.6278 -3.3868
H -2.9441 -2.7254 -3.3630
H -3.1406 -3.7274 -1.9107
H -2.3347 -4.3734 -3.3244
H -1.8376 2.1422 -0.8144
H -4.1145 0.9032 -0.1994
H -3.6037 -0.8368 2.2469
H -4.7725 -1.0159 0.9438
H -4.9307 0.2965 2.0811
H -2.3815 2.0170 2.0321
H -4.0954 2.3045 1.8031
H -2.9734 2.8298 0.5858
H -4.1970 -2.6775 -0.5158
H -4.8333 -4.5556 0.9322
H -3.3012 -5.3087 2.7273
H -1.1714 -4.1651 3.0768
H 1.9375 -1.1738 4.2582
H 1.1020 0.3080 4.6665
H 1.8473 0.1461 3.0793
H -0.1059 -2.6531 4.7454
H -1.7019 -2.1034 4.1961
H -0.7836 -1.1554 5.3518
H -0.6026 0.9065 2.3343
H -1.1472 0.8105 3.9980
H -1.9763 -0.1392 2.7771
H 2.9006 -1.8342 0.7292
H 3.6514 -3.1703 1.5929
H 3.1060 -1.7536 2.4693
H 0.7321 -3.8646 -0.0557
H 0.6093 -5.0113 1.2518
H 2.1835 -4.7036 0.5277
H 1.9107 -3.1561 4.0448
H 2.4371 -4.5693 3.1574
H 0.7378 -4.3813 3.5264
Cl -0.8635 4.4694 -0.5793
C -0.9384 5.9680 -1.5511
Cl 0.2310 5.9205 -2.8658
H -0.7086 6.8007 -0.8965
H -1.9326 6.0534 -1.9730

Summary:
E_tot: -4403.743352 a.u.
Kohn-Sham gap: 6.077 eV
Spin multiplicity: 1
HOMO energy: -16.570 eV
Strongest force on any atom: 0.028 hartree/bohr
Charge: +3

***

# 4
Below is a molecular structure, C24H45NO2P2Yb at a distorted geometry, with properties calculated with ωB97M-V/def2-TZVPD.

Cartesian coordinates (Å):
Yb -0.5443 0.0764 0.3470
C -1.4702 -2.1770 0.5257
C -0.0785 -2.2761 0.8175
C -1.0465 -1.0285 2.4893
C -2.0694 -1.4568 1.5919
C 0.1821 -1.5672 2.0400
C -2.1654 -2.9118 -0.5582
H -1.5613 -2.9750 -1.4732
H -3.1288 -2.4668 -0.8247
H -2.3523 -3.9399 -0.2138
C -3.5142 -1.4031 1.8971
H -4.1039 -1.7829 1.0549
H -3.8257 -0.3721 2.1267
H -3.7172 -2.0305 2.7825
C -1.2487 -0.3730 3.8029
H -1.2359 -1.1364 4.5970
H -2.2048 0.1615 3.8314
H -0.4522 0.3485 4.0352
C 1.3768 -1.6772 2.9072
H 1.2745 -2.6089 3.4884
H 1.4289 -0.8485 3.6225
H 2.3195 -1.7080 2.3439
C 0.7562 -3.3352 0.2161
H 0.3523 -4.2837 0.6196
H 1.8186 -3.2262 0.4636
H 0.6642 -3.3668 -0.8789
C 1.5985 0.4772 -2.4794
C 1.3821 -0.8403 -2.5684
C 2.4268 -1.7683 -3.1268
C 3.6714 -2.0307 -2.2140
C 3.7487 -1.2947 -0.9004
C 3.9929 0.0207 -0.8604
C 4.1624 0.8215 -2.1312
C 2.8792 1.0964 -2.9847
H 2.8003 -1.4086 -4.1031
H 4.5599 -1.7649 -2.8091
H 1.9583 -2.7419 -3.3429
H 3.0939 0.7836 -4.0247
H 0.9066 1.1690 -1.9702
H 0.4749 -1.3263 -2.1766
H 2.7427 2.1898 -3.0330
H 4.6046 1.7959 -1.8669
H 4.0692 0.5893 0.0762
H 4.8869 0.3122 -2.7892
H 3.7262 -3.1131 -2.0167
H 3.5686 -1.8974 -0.0019
P -2.5344 0.8052 -1.4246
C -4.2362 0.4089 -0.8554
H -4.8534 0.8855 -1.6354
H -4.3931 0.8495 0.1532
H -4.3511 -0.6936 -0.8231
C -2.5947 2.5994 -1.8205
H -3.5006 2.6707 -2.4520
H -1.6525 2.8556 -2.3539
H -2.6824 3.1455 -0.8477
C -2.5082 -0.0494 -3.0602
H -1.5901 0.2778 -3.5995
H -3.4659 0.2888 -3.5123
H -2.4761 -1.1499 -2.8690
P 0.7207 2.2398 1.3992
C 1.9708 1.7536 2.6792
H 2.6629 2.6154 2.6543
H 2.4472 0.7826 2.4129
H 1.3948 1.6747 3.6346
C 1.2489 3.5655 0.2189
H 2.2129 3.2688 -0.2455
H 1.2588 4.4702 0.8600
H 0.4412 3.6305 -0.5520
C -0.2519 3.3026 2.5447
H 0.5547 3.9523 2.9529
H -0.7357 2.6541 3.3125
H -1.0282 3.8487 1.9659
O -3.6646 2.9147 2.0566
N -2.9187 2.3719 1.2578
O -2.1835 1.3566 1.6204

Summary:
E_tot: -2987.797508 a.u.
Kohn-Sham gap (alpha / beta): 8.129 / 7.904 eV
Spin multiplicity: 2
HOMO energy (alpha / beta): -10.893 / -10.890 eV
<S²>: 0.751
Strongest force on any atom: 0.042 hartree/bohr
Charge: +1